This record from the Open Molecules 2025 dataset describes a cluster of 5 separate species, C38H43BBr3F37O9 in total. The level of theory is ωB97M-V/def2-TZVPD.

ORCA input file:
```
! wB97M-V def2-TZVPD RIJCOSX def2/J DEFGRID3
* xyz 0 1
C 0.90813 1.96512 2.58313
B -0.44332 1.94928 1.63490
O -1.44393 0.99470 1.99775
C -0.55060 3.03492 0.42060
C -0.52983 4.41428 1.29261
O -1.40751 4.31022 2.46396
O -1.98068 5.56154 2.58120
C 0.58047 2.97743 -0.75240
C 1.35140 4.41519 -0.83633
C 2.41433 4.50958 -2.02674
C 3.18060 5.93930 -1.84087
C 2.26076 7.19695 -2.14639
F 3.15360 8.32194 -2.26979
F 1.39882 7.54730 -1.05514
C 1.46988 7.13473 -3.54365
F 2.37957 6.56341 -4.47912
F 1.19734 8.46040 -3.94952
F 0.30818 6.36365 -3.41563
C 1.53794 1.70119 -0.82921
C 0.81535 0.31972 -1.20091
C 1.48141 -0.36840 -2.51284
C 1.00378 -0.79600 -0.02188
C -0.12583 2.96431 -2.21062
O 0.30490 2.60319 -3.30872
O -1.43525 3.43897 -1.90907
C -1.82638 3.03515 -0.54961
Br -3.28758 4.39718 -0.22029
C -2.70002 1.68189 -0.76175
Br -4.25403 1.83021 0.52956
C -3.36540 1.53072 -2.21284
C -4.72923 0.64236 -2.12556
Br -2.20096 0.50708 -3.50431
H 1.65948 2.64966 2.04561
H 1.41219 0.92788 2.59571
H 0.67178 2.35162 3.62720
H -1.28793 0.76210 2.93733
H 0.52344 4.55539 1.74237
H -0.72585 5.34060 0.66860
H -2.82408 5.47109 3.08389
H 0.53677 5.19444 -1.07667
H 1.91700 4.65896 0.12817
H 3.26071 3.73151 -1.96049
H 1.97322 4.50262 -3.07237
H 4.17575 5.93600 -2.38602
H 3.43156 5.99006 -0.71618
H 2.09879 1.54411 0.16739
H 2.37996 1.83103 -1.60550
H -0.30528 0.38576 -1.37270
H 2.59890 -0.56889 -2.36894
H 1.34904 0.25508 -3.45443
H 0.90218 -1.35042 -2.68413
H -0.03066 -1.16880 0.31900
H 1.56593 -0.39748 0.88096
H 1.51625 -1.72872 -0.46403
H -2.16509 0.72156 -0.41888
H -3.70924 2.52867 -2.66860
H -4.85117 0.20685 -3.18570
H -5.65486 1.27268 -1.94212
H -4.62188 -0.25888 -1.43826
C 5.84720 -4.93031 2.54920
C 4.65476 -5.60207 1.83506
C 4.30156 -5.05218 0.45202
F 3.95000 -3.75353 0.47986
F 3.23934 -5.72241 -0.06253
F 3.57899 -5.57917 2.65808
F 4.97985 -6.91964 1.68188
O 5.52876 -3.91992 3.52526
C 5.29957 -2.60594 3.06011
C 3.86142 -2.13589 3.30578
F 2.96223 -2.94762 2.71096
F 3.66513 -0.89511 2.79462
F 5.67298 -2.51057 1.77058
F 6.15007 -1.80987 3.75298
H 6.33448 -5.71749 3.13155
H 6.61497 -4.59543 1.84888
H 5.13837 -5.17028 -0.24313
H 3.63490 -2.11026 4.37398
C -6.13164 -3.07422 -6.23739
C -5.37209 -2.28288 -5.15077
C -4.57532 -3.11481 -4.14411
F -5.34976 -3.95085 -3.42920
F -3.96111 -2.30407 -3.24507
F -6.24100 -1.45534 -4.52157
F -4.48784 -1.47117 -5.80167
O -7.52971 -3.31645 -6.01846
C -7.88588 -4.43304 -5.23190
C -8.58850 -4.03751 -3.92789
F -7.81770 -3.22868 -3.16990
F -8.86063 -5.13261 -3.17826
F -6.80504 -5.21022 -5.03392
F -8.73477 -5.16476 -5.98924
H -6.11387 -2.44542 -7.13200
H -5.60446 -3.98529 -6.53163
H -3.80052 -3.70305 -4.64516
H -9.52498 -3.51426 -4.13308
C -8.35036 0.98830 1.51834
C -7.63809 1.70583 2.68549
C -7.25314 0.82774 3.87726
F -8.31626 0.25723 4.47116
F -6.63964 1.57418 4.83155
F -8.38917 2.76232 3.07759
F -6.48577 2.23447 2.17689
O -9.78244 1.07772 1.46664
C -10.52486 0.15246 2.23134
C -11.34150 0.82369 3.34165
F -10.55526 1.52097 4.18871
F -11.99211 -0.10292 4.08585
F -9.70855 -0.81493 2.68846
F -11.36832 -0.45334 1.36425
H -8.02489 1.50188 0.60911
H -8.00444 -0.04064 1.39115
H -6.55897 0.03768 3.57492
H -12.07760 1.51268 2.92172
C 11.07615 -2.64670 1.03793
C 11.86812 -1.75555 2.01917
C 12.73150 -2.48774 3.04801
F 12.01310 -3.27847 3.86499
F 13.36836 -1.59449 3.84673
F 11.01197 -0.89774 2.62247
F 12.70107 -0.98174 1.26224
O 9.69583 -2.89784 1.34468
C 9.40415 -3.95339 2.23356
C 8.75819 -3.47009 3.53834
F 9.54788 -2.59010 4.18781
F 8.54794 -4.50493 4.38913
F 10.51198 -4.68942 2.43472
F 8.53736 -4.76404 1.57228
H 11.03623 -2.09186 0.09637
H 11.60981 -3.56805 0.79127
H 13.49493 -3.09873 2.55675
H 7.80418 -2.98410 3.34583
*
```

HOMO energy: -8.727 eV
Electronic energy: -369875.4644 eV
Kohn-Sham gap: 0.327 hartree

Löwdin atomic charge list, values in e, 99 entries: -0.0167 -0.4240 0.0625 -0.1461 -0.1515 -0.1894 -0.0695 -0.1970 -0.1068 -0.1502 -0.0758 -0.2896 0.0262 0.0478 -0.3349 0.0895 0.1022 0.1181 -0.0894 -0.3402 -0.1027 -0.0646 -0.3496 0.0838 -0.1076 -0.5965 0.7668 -0.5629 0.7208 -0.6533 -0.2384 0.7463 0.0688 0.0663 0.0891 0.1152 0.1331 0.1238 0.1275 0.1267 0.1289 0.1246 0.1048 0.1341 0.1346 0.1141 0.1194 0.0685 0.0882 0.0667 0.0865 0.0866 0.0490 0.0769 0.1044 0.1126 0.0364 0.0655 0.0736 -0.0467 -0.4269 -0.2983 0.0890 0.0939 0.1287 0.1084 0.0296 -0.5025 -0.2694 0.0977 0.0886 0.1448 0.1341 0.1520 0.1133 0.1752 0.1779 -0.0404 -0.4350 -0.2975 0.0951 0.0550 0.1197 0.0934 0.0333 -0.5076 -0.2771 0.0942 0.0984 0.1369 0.1440 0.1491 0.1445 0.1756 0.1757 -0.0386 -0.4338 -0.2989 0.0952


This record from the Open Molecules 2025 dataset describes a structure of composition C38H43BCoFN13O5. The level of theory is ωB97M-V/def2-TZVPD.

ORCA input file:
```
! wB97M-V def2-TZVPD RIJCOSX def2/J DEFGRID3
* xyz 1 3
Co 1.00463 -1.05019 1.20719
C -2.67908 -1.61218 0.20479
C -2.45076 -1.09189 1.58663
C -3.41267 -0.73362 2.54305
C -2.68340 -0.36442 3.65052
N -1.37798 -0.50069 3.36049
N -1.23050 -0.93494 2.08938
B -0.03823 -0.33333 4.13149
N 0.72821 0.77999 3.38215
C 0.92259 2.04430 3.76045
C 1.51884 2.72172 2.71618
C 1.66590 1.77945 1.69453
C 2.27930 2.00084 0.35114
N 1.17928 0.61208 2.12578
N 0.71301 -1.67292 3.98475
C 0.87693 -2.60868 4.92564
C 1.52084 -3.68587 4.35763
C 1.73235 -3.33794 3.01900
C 2.42191 -4.15603 1.98007
N 1.23354 -2.11519 2.81950
N -0.14032 0.03003 5.60157
C -1.15696 0.18631 6.49085
C -0.60849 0.48547 7.70866
C 0.78762 0.49152 7.48192
C 1.88593 0.75063 8.46341
N 1.05586 0.21664 6.21955
H -3.54592 -2.27173 0.18722
H -2.85984 -0.79727 -0.50256
H -1.81114 -2.18060 -0.12310
H -4.48604 -0.75609 2.44298
H -3.02520 -0.01937 4.60800
H 0.63611 2.37956 4.74340
H 1.83087 3.75191 2.68432
H 3.14803 2.64964 0.45403
H 2.58106 1.06685 -0.11465
H 1.56836 2.49001 -0.31887
H 0.53696 -2.44746 5.93551
H 1.82327 -4.60057 4.83897
H 2.98851 -4.95008 2.46403
H 1.70564 -4.60639 1.29434
H 3.09513 -3.54385 1.38161
H -2.18952 0.07199 6.21829
H -1.13172 0.67179 8.63300
H 1.47571 1.01946 9.43496
H 2.50900 -0.13660 8.58085
H 2.52844 1.55788 8.11193
F -2.48893 3.52521 -2.23429
C -2.02949 2.35031 -2.72102
C -1.25508 1.58333 -1.90096
C -0.72644 0.37393 -2.34703
C -0.02292 -0.48511 -1.40663
O 0.28531 -0.03716 -0.28752
C 0.22778 -1.80633 -1.85991
C 0.05856 -2.09941 -3.17028
N -0.42279 -1.23565 -4.10452
C -0.21246 -1.63617 -5.48816
C -0.21260 -0.72948 -6.67485
C -1.30011 -1.76401 -6.51344
C -0.96562 -0.03617 -3.66715
C -1.82133 0.73845 -4.45783
C -2.36223 1.93822 -4.02017
N -3.27620 2.62764 -4.85887
C -2.95304 2.76752 -6.27423
C -4.24738 2.58959 -7.07566
N -5.38611 3.05431 -6.21031
C -4.97676 4.27137 -5.43701
C -3.96970 3.82297 -4.37001
C 0.60997 -2.92118 -0.91912
O 0.76492 -4.03722 -1.37248
O 0.61969 -2.62810 0.33910
H -1.05155 1.90144 -0.88469
H 0.33976 -3.08722 -3.51472
H 0.54295 -2.40485 -5.52106
H 0.55646 -0.91705 -7.41100
H -0.43283 0.31980 -6.55539
H -1.27798 -2.63778 -7.14908
H -2.30086 -1.44848 -6.25004
H -2.12752 0.35718 -5.41747
H -2.23452 2.02157 -6.59357
H -2.50361 3.74721 -6.47772
H -4.43091 1.54871 -7.33119
H -4.23887 3.18626 -7.98539
H -5.58652 2.31521 -5.53366
H -6.22542 3.21488 -6.76417
H -5.84992 4.72930 -4.98103
H -4.54990 4.97317 -6.14900
H -4.49839 3.57427 -3.45342
H -3.29918 4.65780 -4.15290
C 6.32874 -0.73210 3.22976
N 5.42730 -0.91121 2.10174
C 5.88370 -1.14451 0.84350
C 5.06017 -1.28629 -0.21127
C 3.63578 -1.17373 0.02058
O 2.77862 -1.21108 -0.88543
N 3.21778 -0.98842 1.30243
C 4.04539 -0.80182 2.36367
O 3.67627 -0.55726 3.50053
H 7.33071 -1.03346 2.93434
H 5.98917 -1.33590 4.06723
H 6.33896 0.30863 3.55460
H 6.95960 -1.20537 0.73494
H 5.43349 -1.45590 -1.20934
*
```

Relative energy (zero: lowest compared OMol25 entry of this formula, charge and spin): 0.1565 eV
HOMO energy (alpha / beta): -9.430 / -9.425 eV
Electronic energy: -110730.7899 eV
Kohn-Sham gap (alpha / beta): 0.221 / 0.221 hartree

Löwdin atomic charge list, values in e, 99 entries: 0.8360 -0.0071 -0.3149 -0.0178 -0.0565 0.0382 0.1041 -0.6337 0.0583 -0.0317 0.0031 -0.2903 -0.0085 0.0219 0.0527 -0.0331 0.0053 -0.2820 -0.0046 0.0291 -0.0123 -0.0726 -0.0232 -0.3513 -0.0338 0.1319 0.0860 0.0745 0.0623 0.1010 0.0957 0.1286 0.1065 0.0903 0.0508 0.0766 0.1285 0.1071 0.0847 0.0780 0.0720 0.0895 0.0993 0.0721 0.0773 0.0759 0.0628 -0.1844 0.0958 -0.0371 -0.2691 -0.0182 -0.0401 0.0706 0.0373 -0.2175 -0.0824 -0.0755 -0.0949 0.0515 -0.1253 -0.0868 -0.1234 -0.0684 0.0607 -0.0759 -0.1287 -0.5644 0.0929 -0.0838 0.1495 0.1559 0.1507 0.1106 0.0804 0.1073 0.0931 0.0849 0.1160 0.1399 0.1376 0.1395 0.1854 0.1873 0.1409 0.1367 0.1355 0.1386 -0.0204 -0.0518 -0.0625 0.0081 -0.5084 -0.0088 0.1233 -0.4963 0.0613 0.0858 0.0928


This record from the Open Molecules 2025 dataset describes a cluster of 5 separate species, C38H43BrN7O9 in total. The level of theory is ωB97M-V/def2-TZVPD.

ORCA input file:
```
! wB97M-V def2-TZVPD RIJCOSX def2/J DEFGRID3
* xyz 1 1
C 0.50658 -2.22068 0.52016
C 0.24921 -2.10140 -0.97830
C 1.32591 -1.33658 -1.74777
Br 1.07082 0.55096 -1.52853
N 2.70141 -1.73895 -1.29034
C 2.98573 -3.03554 -1.27341
C 4.22936 -3.44992 -0.86880
C 5.16742 -2.51476 -0.48680
C 6.50919 -2.97218 -0.01601
C 4.77234 -1.15894 -0.54541
C 5.65822 -0.01457 -0.13839
C 5.27959 0.52887 1.25003
N 4.00988 1.26300 1.27290
C 3.48387 1.27850 2.66200
C 2.61491 0.04230 2.89546
C 4.22737 2.61733 0.80314
C 3.98073 2.86858 -0.65766
O 4.57300 3.48755 1.56284
N 3.55927 -0.80769 -0.95206
H 0.91507 -1.30120 0.93433
H 1.20386 -3.03324 0.74035
H -0.41788 -2.48977 1.02562
H 0.06301 -3.07067 -1.44706
H -0.67075 -1.53497 -1.12136
H 1.26410 -1.51725 -2.81641
H 2.22389 -3.73768 -1.57595
H 4.46178 -4.50487 -0.83945
H 6.41771 -3.39981 0.98389
H 7.25391 -2.18506 0.01690
H 6.88486 -3.76014 -0.66793
H 5.53826 0.77080 -0.88475
H 6.70695 -0.29507 -0.15298
H 6.08552 1.19769 1.57664
H 5.23286 -0.27964 1.97954
H 2.89909 2.18209 2.80261
H 4.30417 1.30400 3.38424
H 2.63465 -0.26391 3.93989
H 1.58684 0.24615 2.60092
H 2.99400 -0.79372 2.30295
H 3.69749 1.94619 -1.15541
H 3.18451 3.60366 -0.76904
H 4.88939 3.24618 -1.12971
C 0.84632 4.19655 1.26503
C -0.52867 4.02494 1.36769
C -1.33658 5.09450 1.71657
C -0.74077 6.31976 1.95047
C 0.62502 6.51207 1.85680
C 1.42539 5.43408 1.51078
N -1.59753 7.46846 2.30571
O -2.79036 7.26828 2.40087
O -1.05548 8.53923 2.47807
H 1.47069 3.35531 0.98811
H -0.97409 3.05645 1.17832
H -2.40637 4.98034 1.80303
H 1.05334 7.48373 2.05054
H 2.49746 5.55982 1.43221
C 3.04380 4.01641 -7.24017
C 3.90960 3.04626 -6.75109
C 4.53628 3.22603 -5.52896
C 4.27699 4.38349 -4.81814
C 3.42381 5.36523 -5.28669
C 2.80412 5.17345 -6.51098
N 4.92644 4.57885 -3.51293
O 5.68302 3.70899 -3.11446
O 4.66558 5.58556 -2.89348
H 2.55560 3.87096 -8.19439
H 4.09888 2.14908 -7.32411
H 5.21640 2.48519 -5.13695
H 3.24821 6.25947 -4.70798
H 2.13363 5.92922 -6.89518
C -6.31068 -2.33150 2.41071
C -5.62434 -2.69094 1.25736
C -4.58096 -1.90791 0.79286
C -4.24388 -0.76892 1.50253
C -4.91576 -0.38519 2.64922
C -5.95677 -1.17900 3.10128
N -3.12834 0.06048 1.02994
O -2.54439 -0.28074 0.01501
O -2.83502 1.04447 1.67567
H -7.11747 -2.95277 2.76893
H -5.90187 -3.58777 0.71995
H -4.04149 -2.17461 -0.10325
H -4.62986 0.51186 3.17722
H -6.49192 -0.89891 3.99773
C -10.46896 -7.35766 0.01380
C -9.56725 -8.27168 0.54315
C -8.64205 -7.86699 1.49142
C -8.64386 -6.54376 1.89221
C -9.52942 -5.61491 1.37692
C -10.44799 -6.03212 0.42764
N -7.67342 -6.11313 2.91245
O -6.89351 -6.93596 3.33740
O -7.70939 -4.94967 3.27228
H -11.19289 -7.68022 -0.72234
H -9.58600 -9.30311 0.22010
H -7.93549 -8.56530 1.91365
H -9.50501 -4.58917 1.71225
H -11.15080 -5.32227 0.01437
*
```

HOMO energy: -11.330 eV
Electronic energy: -138986.7162 eV
Kohn-Sham gap: 0.261 hartree

Formally, the Löwdin partial charges of the atoms, in units of the elementary charge, are as follows: -0.0797 -0.2834 -0.6176 0.8486 -0.0894 0.0029 0.0479 -0.1426 0.0006 -0.1561 -0.0797 -0.1522 -0.0848 -0.2176 -0.0699 -0.4716 -0.0063 0.1167 0.1741 0.0510 0.0715 0.0867 0.1135 0.0785 0.1060 0.1515 0.1415 0.1119 0.0799 0.1018 0.1160 0.1110 0.1383 0.1260 0.1106 0.1196 0.0782 0.0666 0.0541 0.0251 0.0899 0.0684 -0.0767 -0.0573 0.0027 -0.1423 0.0041 -0.0543 -0.3540 0.0803 0.0836 0.0802 0.0926 0.1206 0.1215 0.1068 -0.0644 -0.0654 -0.0078 -0.1473 0.0031 -0.0566 -0.3427 0.0428 0.0954 0.1101 0.1078 0.1152 0.1225 0.1123 -0.0531 -0.0545 -0.0072 -0.1538 0.0025 -0.0459 -0.3419 0.0413 0.0791 0.0791 0.1092 0.1140 0.1208 0.1140 -0.0648 -0.0603 -0.0016 -0.1483 -0.0039 -0.0614 -0.3386 0.0921 0.0445 0.1099 0.1104 0.1202 0.1179 0.1103